[1]
This record from the Open Molecules 2025 dataset describes C24H31BN8PPt as an isolated structure. The level of theory is the ωB97M-V functional and the def2-TZVPD basis.

As for the gap between HOMO and LUMO (alpha / beta): 6.15 / 5.33 eV. The expectation value of S² is 0.753. Its energy relative to the best compared isomer or geometry (same formula, charge and spin) is 0.0 kJ/mol. As for the charge: +2. Its spin multiplicity is 2. As for the electronic energy: -1856.279001 Eh.

Element x y z (Å)
Pt -0.62 -1.28 0.57
C 2.25 -2.97 2.24
C 2.43 -2.01 1.12
C 3.60 -1.54 0.53
C 3.20 -0.72 -0.51
N 1.86 -0.68 -0.55
N 1.40 -1.48 0.44
B 0.95 -0.16 -1.74
N 0.12 -1.38 -2.24
C -0.20 -1.81 -3.47
C -1.14 -2.82 -3.36
C -1.38 -2.96 -2.00
C -2.31 -3.89 -1.28
N -0.61 -2.09 -1.34
N -0.11 0.88 -1.22
C -0.59 1.97 -1.85
C -1.89 2.20 -1.44
C -2.20 1.18 -0.54
C -3.49 0.85 0.12
N -1.11 0.42 -0.40
N 1.83 0.42 -2.79
C 2.62 -0.21 -3.71
C 3.54 0.69 -4.16
C 3.27 1.88 -3.43
C 3.99 3.18 -3.52
N 2.25 1.71 -2.61
H 2.88 -3.84 2.08
H 2.56 -2.53 3.20
H 1.22 -3.31 2.32
H 4.61 -1.79 0.81
H 3.78 -0.17 -1.24
H 0.25 -1.37 -4.34
H -1.59 -3.38 -4.17
H -2.88 -4.47 -2.00
H -1.75 -4.58 -0.65
H -3.02 -3.33 -0.66
H 0.04 2.49 -2.55
H -2.55 2.99 -1.77
H -4.27 0.74 -0.64
H -3.43 -0.09 0.68
H -3.80 1.64 0.80
H 2.48 -1.25 -3.96
H 4.29 0.53 -4.91
H 4.21 3.43 -4.56
H 3.38 3.98 -3.09
H 4.93 3.14 -2.99
C -0.36 -1.18 4.02
P -0.44 -0.11 2.58
C 1.09 0.84 2.53
C -1.77 1.06 2.87
C -2.94 0.64 3.51
C -3.95 1.55 3.78
C -3.79 2.88 3.41
C -2.64 3.30 2.77
C -1.63 2.40 2.50
H -1.25 -1.81 4.09
H -0.31 -0.56 4.91
H 0.51 -1.83 3.97
H 1.12 1.53 3.38
H 1.17 1.41 1.60
H 1.95 0.17 2.60
H -3.07 -0.40 3.81
H -4.85 1.22 4.28
H -4.58 3.59 3.64
H -2.52 4.34 2.49
H -0.73 2.74 2.00


[2]
This record from the Open Molecules 2025 dataset describes one molecule with the formula C3H9ClNOP at a distorted geometry. The level of theory is the ωB97M-V functional and the def2-TZVPD basis.

As for the gap between HOMO and LUMO: 9.96 eV. Its energy relative to the best compared isomer or geometry (same formula, charge and spin) is 31.9 kJ/mol. As for the SMILES: CC(C)OP(N)Cl. Its spin multiplicity is 1. As for the electronic energy: -1051.271754 Eh.

Element x y z (Å)
C -1.05 -1.33 0.19
C 0.15 0.59 1.33
C -0.72 0.17 0.22
N 1.81 1.39 -2.42
O -0.15 0.57 -1.07
P 1.30 -0.09 -1.61
Cl 0.64 -1.18 -3.15
H -0.23 -1.95 0.39
H -1.82 -1.52 1.05
H -1.60 -1.68 -0.76
H 0.92 -0.30 1.30
H -0.49 0.84 2.19
H 0.71 1.52 1.20
H -1.63 0.79 0.23
H 2.70 1.74 -2.10
H 1.86 1.16 -3.44


[3]
This record from the Open Molecules 2025 dataset describes C17H20AgN9O3 as an isolated structure at a distorted geometry. The level of theory is the ωB97M-V functional and the def2-TZVPD basis.

As for the gap between HOMO and LUMO: 5.91 eV. Its energy relative to the best compared isomer or geometry (same formula, charge and spin) is 110.2 kJ/mol. Its spin multiplicity is 1. As for the electronic energy: -1525.107006 Eh.

Element x y z (Å)
Ag 10.32 11.29 5.77
N 15.11 13.07 7.55
N 15.27 13.05 8.96
C 14.14 12.89 9.66
N 14.13 12.73 11.00
N 13.07 12.66 8.89
N 11.76 12.60 9.46
O 11.41 13.11 10.55
O 10.92 11.99 8.75
H 15.56 13.92 7.21
H 14.06 13.18 7.43
H 16.08 13.32 9.47
H 14.99 13.06 11.54
H 13.25 13.07 11.37
C 5.90 11.95 6.36
C 5.78 13.34 6.66
C 6.93 14.11 6.74
C 8.17 13.44 6.45
N 8.26 12.14 6.13
C 7.13 11.42 6.05
C 9.42 14.11 6.48
C 9.47 15.52 6.48
C 10.58 16.19 6.03
C 11.70 15.48 5.64
C 11.74 14.08 5.53
C 10.57 13.45 5.92
H 5.03 11.31 6.19
H 4.81 13.84 6.79
H 6.91 15.16 6.90
H 7.35 10.39 5.76
H 8.56 16.11 6.84
H 10.52 17.29 6.03
H 12.59 16.09 5.37
H 12.63 13.54 5.07
C 9.97 6.19 4.71
N 10.68 7.14 5.52
C 11.78 6.69 6.19
C 12.54 7.58 6.93
C 12.13 9.01 6.90
N 10.96 9.31 6.31
C 10.18 8.45 5.64
O 9.01 8.63 5.24
N 12.74 9.93 7.62
H 9.08 5.79 5.23
H 10.55 5.37 4.39
H 9.62 6.73 3.83
H 11.94 5.58 6.12
H 13.42 7.24 7.53
H 13.67 9.85 7.99
H 12.31 10.88 7.78


[4]
This record from the Open Molecules 2025 dataset describes C6H9O3PSn as an isolated structure at a distorted geometry. The level of theory is the ωB97M-V functional and the def2-TZVPD basis.

As for the gap between HOMO and LUMO: 7.66 eV. Its energy relative to the best compared isomer or geometry (same formula, charge and spin) is 0.0 kJ/mol. As for the charge: +2. Its spin multiplicity is 1. As for the electronic energy: -1014.693218 Eh.

Element x y z (Å)
O -0.15 5.22 -3.48
C -0.27 4.25 -2.87
Sn 0.81 -0.36 -1.83
C 2.78 -1.96 -2.11
C -1.50 -1.05 -2.34
O 3.60 -2.19 -2.97
O -2.57 -1.49 -2.44
C 1.18 0.64 1.81
P 0.00 -0.16 0.67
C -0.18 -1.90 1.17
C -1.58 0.69 1.06
H 2.17 0.21 1.66
H 0.89 0.50 2.86
H 1.21 1.71 1.59
H -0.64 -1.92 2.17
H -0.83 -2.43 0.46
H 0.82 -2.38 1.18
H -1.94 0.40 2.06
H -1.44 1.78 1.02
H -2.37 0.43 0.33


Question: spin multiplicity of number 4 (C6H9O3PSn)?
Answer: 1